1.
C3H2ClN3O | ωB97M-V with the def2-TZVPD basis set

SMILES string: O=c1nncc(Cl)[nH]1
HOMO, eV: -9.5
Net charge: 0
Largest force on an atom, Eh/bohr: 0.0905
Lowest unoccupied orbital energy, eV: -0.710

The geometry in XYZ format:
```
10
C3H2ClN3O, DFT ωB97M-V with the def2-TZVPD basis set
O -1.066 -1.447 -2.136
C -0.635 -1.117 -1.022
N -0.758 -2.020 0.123
N -0.397 -1.487 1.225
C -0.055 -0.071 1.460
C 0.371 0.667 0.344
Cl 1.053 2.180 0.497
N 0.057 0.145 -0.893
H -0.049 0.515 2.426
H 0.260 0.661 -1.666
```

---

2.
C19H42IrNO2P3S | ωB97M-V with the def2-TZVPD basis set

Spin multiplicity: 5
HOMO (spin up / spin down), eV: -15.2 / -16.8
Net charge: +3
Largest force on an atom, Eh/bohr: 0.0794
Lowest unoccupied orbital energy (spin up / spin down), eV: -9.331 / -11.519

The geometry in XYZ format:
```
69
C19H42IrNO2P3S, DFT ωB97M-V with the def2-TZVPD basis set
Ir -0.222 -0.351 0.732
P -1.004 -2.456 0.370
P 1.206 -0.660 -1.162
P -2.041 0.148 1.940
H -1.081 3.438 -1.083
C -0.872 2.917 -0.119
C 0.333 2.384 0.227
H 1.070 2.874 0.916
C -2.265 -2.575 -0.961
C 0.081 -3.912 -0.019
C -1.769 -3.269 1.836
C 2.523 0.321 -2.056
C 2.383 -2.044 -0.808
C 0.280 -1.127 -2.695
C -2.471 1.834 2.514
C -1.837 -0.532 3.618
C -3.649 -0.357 1.229
H -1.631 3.072 0.632
H 0.603 1.291 0.212
H -2.428 -3.648 -1.146
H -1.907 -2.099 -1.882
H -3.196 -2.107 -0.629
H -0.478 -4.825 0.239
H 0.985 -3.858 0.605
H 0.344 -3.961 -1.081
H -2.039 -4.285 1.517
H -2.662 -2.764 2.210
H -1.016 -3.342 2.630
H 3.063 -0.390 -2.718
H 3.225 0.733 -1.344
H 2.160 1.105 -2.705
H 2.131 -2.929 -1.394
H 2.331 -2.264 0.262
H 3.404 -1.727 -1.056
H 0.867 -0.895 -3.595
H -0.635 -0.527 -2.745
H 0.019 -2.188 -2.722
H -3.468 1.855 2.999
H -2.508 2.421 1.607
H -1.698 2.186 3.194
H -2.842 -0.639 4.047
H -1.262 0.178 4.221
H -1.336 -1.499 3.601
H -4.437 0.282 1.656
H -3.862 -1.407 1.457
H -3.624 -0.197 0.142
C 0.911 3.121 -2.695
C -0.187 2.254 -2.837
C -0.844 2.088 -4.057
C -0.356 2.755 -5.177
C 0.734 3.629 -5.060
C 1.302 3.839 -3.824
S 1.976 3.468 -1.259
H 1.510 4.719 -1.027
H -0.582 1.749 -1.962
H -1.730 1.430 -4.112
H -0.878 2.635 -6.123
H 1.112 4.137 -5.939
H 2.124 4.518 -3.665
N 2.430 -0.893 4.489
C 3.251 -0.298 3.429
C 2.324 -0.013 2.255
O 2.712 0.542 1.210
O 1.099 -0.408 2.457
H 1.825 -0.181 4.883
H 2.970 -1.311 5.247
H 1.809 -1.625 4.096
H 3.685 0.622 3.838
H 4.033 -0.982 3.141
```

---

3.
C3HNiO3 | ωB97M-V with the def2-TZVPD basis set

Spin multiplicity: 3
HOMO (spin up / spin down), eV: -14.4 / -14.5
Net charge: +1
Largest force on an atom, Eh/bohr: 0.1025
Lowest unoccupied orbital energy (spin up / spin down), eV: -5.977 / -7.415

The geometry in XYZ format:
```
8
C3HNiO3, DFT ωB97M-V with the def2-TZVPD basis set
O 2.213 1.586 -1.188
C 1.280 0.961 -0.864
C 0.298 0.137 -0.558
O -0.547 0.508 0.529
C -1.341 -0.465 0.931
O -2.497 -0.465 0.502
Ni 0.277 -1.861 -0.702
H -2.233 -0.181 1.840
```

---

4.
C2H2NO2P | ωB97M-V with the def2-TZVPD basis set

SMILES string: [O-][N+]#P.C#CO
HOMO (spin up / spin down), eV: -8.9 / -8.9
Net charge: 0
Largest force on an atom, Eh/bohr: 0.0787
Lowest unoccupied orbital energy (spin up / spin down), eV: 0.182 / 0.181

The geometry in XYZ format:
```
8
C2H2NO2P, DFT ωB97M-V with the def2-TZVPD basis set
O -0.084 1.302 -2.185
N 0.780 1.158 -1.357
P 1.759 1.129 -0.243
C -0.568 0.212 1.401
C -0.590 -0.782 0.729
O -0.568 -1.414 -0.489
H -0.564 0.647 2.388
H -0.165 -2.251 -0.245
```

---

5.
C9H19NO2 | ωB97M-V with the def2-TZVPD basis set

SMILES string: CCO[C@@H]1OCN(C)CC1(C)C
HOMO, eV: -8.1
Net charge: 0
Largest force on an atom, Eh/bohr: 0.0958
Lowest unoccupied orbital energy, eV: 0.915

The geometry in XYZ format:
```
31
C9H19NO2, DFT ωB97M-V with the def2-TZVPD basis set
C 1.455 -3.017 0.008
C 0.194 -2.250 -0.485
O 0.578 -0.942 -0.309
C 0.305 -0.248 0.910
O -1.053 0.224 1.027
C -1.379 1.197 -0.030
N -0.537 2.462 0.125
C -1.089 3.677 -0.576
C 0.914 2.197 0.337
C 1.149 1.025 1.286
C 2.647 0.607 1.183
C 0.880 1.405 2.769
H 2.324 -2.391 -0.240
H 1.621 -3.985 -0.563
H 1.410 -3.124 1.065
H -0.674 -2.430 0.104
H 0.048 -2.329 -1.504
H 0.503 -0.958 1.682
H -2.513 1.464 -0.010
H -1.266 0.818 -1.080
H -0.813 3.707 -1.650
H -0.699 4.580 0.010
H -2.180 3.652 -0.474
H 1.440 3.112 0.797
H 1.470 1.942 -0.641
H 2.846 0.105 0.265
H 3.307 1.488 1.170
H 3.063 -0.192 1.848
H 1.433 2.368 2.970
H -0.142 1.602 2.903
H 1.162 0.639 3.509
```

---

6.
C5H3Br | ωB97M-V with the def2-TZVPD basis set

Spin multiplicity: 3
HOMO (spin up / spin down), eV: -8.2 / -10.5
Net charge: 0
Largest force on an atom, Eh/bohr: 0.0522
Lowest unoccupied orbital energy (spin up / spin down), eV: 0.374 / -3.529

The geometry in XYZ format:
```
9
C5H3Br, DFT ωB97M-V with the def2-TZVPD basis set
C -1.384 -1.513 0.036
C -1.972 -2.648 -0.085
C 1.268 1.040 -0.077
C 0.572 -0.106 0.132
C -0.796 -0.240 0.155
Br -1.849 1.306 -0.013
H 2.401 1.193 -0.063
H 0.778 2.053 -0.130
H 0.981 -1.084 0.045
```

---

7.
C25H33N6O3RuS | ωB97M-V with the def2-TZVPD basis set

HOMO, eV: -16.9
Net charge: +3
Largest force on an atom, Eh/bohr: 0.0201
Lowest unoccupied orbital energy, eV: -12.198

The geometry in XYZ format:
```
69
C25H33N6O3RuS, DFT ωB97M-V with the def2-TZVPD basis set
Ru -0.342 -0.130 0.015
O -1.487 1.320 0.524
C -1.333 2.556 0.803
C -2.485 3.240 1.319
C -2.440 4.579 1.541
C -1.253 5.292 1.250
C -0.107 4.653 0.790
C -0.093 3.283 0.590
C 1.097 2.569 0.207
N 1.168 1.288 -0.156
C 2.474 0.996 -0.408
C 3.225 2.123 -0.201
N 2.348 3.090 0.176
H -3.378 2.653 1.489
H -3.304 5.107 1.921
H -1.234 6.366 1.389
H 0.768 5.255 0.583
H 2.795 0.018 -0.719
H 4.283 2.302 -0.293
H 2.605 4.035 0.420
C -0.195 -5.120 0.250
C 0.873 -4.488 -0.637
C 0.576 -3.059 -1.063
N 0.522 -2.130 0.117
C -0.654 -2.045 0.880
S -2.128 -1.831 0.134
N -0.553 -2.030 2.276
C 0.143 -0.953 2.764
O 0.332 -0.026 1.911
C 0.609 -0.872 4.114
C 1.344 0.256 4.517
C 1.842 0.324 5.799
C 1.601 -0.721 6.689
C 0.868 -1.839 6.302
C 0.381 -1.926 5.016
H 0.036 -6.169 0.424
H -1.181 -5.077 -0.219
H -0.254 -4.649 1.234
H 0.969 -5.062 -1.561
H 1.850 -4.531 -0.147
H -0.379 -2.975 -1.574
H 1.358 -2.669 -1.713
H 1.361 -2.212 0.689
H -1.338 -2.376 2.814
H 1.518 1.060 3.815
H 2.421 1.180 6.115
H 1.988 -0.662 7.698
H 0.691 -2.642 7.004
H -0.175 -2.809 4.725
C 0.058 -0.017 -5.525
N 0.269 0.294 -4.104
C 1.658 0.541 -3.748
C -0.658 0.066 -3.169
O -0.249 -0.291 -1.983
N -1.948 0.184 -3.489
C -2.423 1.160 -4.481
C -3.007 -0.437 -2.710
H 0.868 -0.668 -5.852
H 0.074 0.885 -6.134
H -0.881 -0.540 -5.668
H 2.117 1.116 -4.550
H 2.215 -0.393 -3.632
H 1.710 1.114 -2.832
H -1.621 1.824 -4.785
H -3.210 1.755 -4.017
H -2.841 0.663 -5.355
H -2.686 -1.407 -2.353
H -3.868 -0.575 -3.360
H -3.310 0.188 -1.865
```

---

8.
C29H33BrGe2N4NiO2 | ωB97M-V with the def2-TZVPD basis set

HOMO (spin up / spin down), eV: -8.4 / -8.4
Net charge: 0
Largest force on an atom, Eh/bohr: 0.0241
Lowest unoccupied orbital energy (spin up / spin down), eV: -2.240 / -2.240

The geometry in XYZ format:
```
72
C29H33BrGe2N4NiO2, DFT ωB97M-V with the def2-TZVPD basis set
Ni 0.682 0.368 -0.995
C 1.627 -2.662 -1.124
C 0.172 -2.801 -1.599
Ge -0.981 -1.425 -0.815
C -2.693 -0.967 -1.611
C -3.294 0.250 -0.894
C -1.360 -2.094 0.978
C -0.764 -1.460 1.994
Ge 0.155 0.158 1.335
C -0.949 1.696 1.912
C -0.847 2.230 3.350
C 2.066 0.127 1.945
C 2.505 0.876 3.217
C -0.858 -1.873 3.427
C -0.359 -1.053 4.438
C -0.452 -1.406 5.780
C -1.043 -2.607 6.138
C -1.531 -3.449 5.144
C -1.437 -3.088 3.809
H 2.284 -3.388 -1.613
H 1.705 -2.812 -0.044
H 2.042 -1.682 -1.355
H -0.230 -3.758 -1.255
H 0.108 -2.768 -2.688
H -3.332 -1.848 -1.489
H -2.575 -0.776 -2.677
H -3.391 0.070 0.180
H -4.287 0.494 -1.280
H -2.660 1.131 -1.028
H -2.002 -2.971 1.132
H -1.970 1.361 1.710
H -0.757 2.497 1.211
H -1.229 1.513 4.077
H -1.438 3.144 3.464
H 0.179 2.477 3.633
H 2.663 0.481 1.106
H 2.288 -0.940 2.037
H 2.289 1.946 3.154
H 3.581 0.772 3.385
H 2.012 0.497 4.111
H 0.104 -0.116 4.166
H -0.061 -0.742 6.542
H -1.123 -2.890 7.182
H -1.984 -4.396 5.413
H -1.812 -3.764 3.050
N 1.159 5.615 2.575
C 1.379 4.853 1.747
C 1.649 3.877 0.714
C 2.932 3.269 0.627
C 3.174 2.360 -0.332
N 2.162 1.989 -1.204
C 0.906 2.561 -1.162
C 0.695 3.558 -0.183
H 3.727 3.555 1.301
H 4.125 1.875 -0.491
H 0.261 2.402 -2.043
H -0.252 4.079 -0.182
Br -1.239 -3.718 -6.675
C -0.925 -1.864 -6.490
C -0.867 -1.061 -7.618
N -0.651 0.254 -7.547
C -0.495 0.791 -6.334
C -0.533 0.054 -5.158
C -0.749 -1.310 -5.240
C -0.318 0.724 -3.832
O -0.437 1.960 -3.763
O -0.043 -0.070 -2.865
H -0.995 -1.490 -8.606
H -0.332 1.861 -6.285
H -0.775 -1.917 -4.344
N 2.936 0.368 -2.975
C 2.465 1.074 -2.190
```

---

9.
C3H4N2O | ωB97M-V with the def2-TZVPD basis set

SMILES string: [H]/N=C/N1CC1=O
HOMO, eV: -9.8
Net charge: 0
Largest force on an atom, Eh/bohr: 0.0086
Lowest unoccupied orbital energy, eV: 0.799

The geometry in XYZ format:
```
10
C3H4N2O, DFT ωB97M-V with the def2-TZVPD basis set
H -1.852 1.630 -1.491
N -1.143 0.904 -1.400
C -1.083 0.490 -0.207
N -0.215 -0.549 0.157
C 1.016 -0.471 1.017
C 0.975 -0.924 -0.392
O 1.508 -1.300 -1.388
H -1.675 0.848 0.644
H 1.068 -1.162 1.859
H 1.428 0.522 1.211
```

---

10.
C9H14S | ωB97M-V with the def2-TZVPD basis set

SMILES string: Cc1ccccc1.CSC
HOMO, eV: -8.3
Net charge: 0
Largest force on an atom, Eh/bohr: 0.0568
Lowest unoccupied orbital energy, eV: 0.899

The geometry in XYZ format:
```
24
C9H14S, DFT ωB97M-V with the def2-TZVPD basis set
C 2.122 0.046 0.981
C 1.611 -0.283 -0.370
C 1.248 0.690 -1.310
C 0.657 0.351 -2.499
C 0.317 -0.971 -2.783
C 0.580 -1.953 -1.844
C 1.273 -1.605 -0.675
H 2.768 -0.641 1.536
H 1.246 0.089 1.642
H 2.700 0.971 1.043
H 1.590 1.702 -1.142
H 0.418 1.164 -3.173
H -0.230 -1.206 -3.687
H 0.336 -3.001 -1.944
H 1.463 -2.350 0.086
C -2.632 -0.474 1.872
S -1.788 0.944 2.681
C -1.396 1.981 1.353
H -3.704 -0.372 2.068
H -2.523 -0.355 0.800
H -2.384 -1.412 2.358
H -0.302 2.122 1.294
H -1.877 2.957 1.383
H -1.495 1.603 0.330
```

---

11.
C2H8Si | ωB97M-V with the def2-TZVPD basis set

HOMO, eV: -10.3
Net charge: 0
Largest force on an atom, Eh/bohr: 0.1157
Lowest unoccupied orbital energy, eV: 0.979

The geometry in XYZ format:
```
11
C2H8Si, DFT ωB97M-V with the def2-TZVPD basis set
C -0.827 -0.110 -1.185
C 0.623 -0.030 -0.432
Si 0.514 0.369 1.430
H -0.802 -0.584 -2.140
H -1.620 -0.525 -0.539
H -1.029 0.920 -1.379
H 1.405 0.128 -1.148
H 0.870 -1.500 -0.274
H 0.475 1.659 1.847
H 1.347 -0.393 2.236
H -0.954 0.065 1.583
```

---

12.
C7H7BO3 | ωB97M-V with the def2-TZVPD basis set

HOMO (spin up / spin down), eV: -9.0 / -8.7
Net charge: 0
Largest force on an atom, Eh/bohr: 0.1347
Lowest unoccupied orbital energy (spin up / spin down), eV: -0.267 / -0.590

The geometry in XYZ format:
```
18
C7H7BO3, DFT ωB97M-V with the def2-TZVPD basis set
B 1.457 0.885 0.372
C -0.402 -1.760 1.109
C -1.536 -1.197 0.789
C 0.921 -1.709 0.585
C -1.981 -0.261 -0.316
C 1.606 -0.617 0.357
C -1.470 0.657 -1.027
C -0.272 1.528 -1.357
O 0.606 1.772 -0.242
O 2.482 1.464 1.113
O 0.498 0.983 -2.343
H -0.546 -2.457 1.920
H -2.390 -1.229 1.445
H 1.517 -2.609 0.860
H -3.008 -0.468 -0.675
H -0.523 2.667 -1.568
H 2.494 2.323 1.247
H 0.545 0.028 -2.270
```

---

Look up the net charge of the third one.
+1